{
  "formula": "C23H43BrClFO16S4",
  "method": "wB97M-V/def2-TZVPD",
  "symbols": ["C", "O", "C", "C", "C", "C", "C", "C", "C", "C", "C", "C", "C", "Br", "O", "S", "O", "O", "C", "C", "C", "C", "Cl", "C", "F", "H", "H", "H", "H", "H", "H", "H", "H", "H", "H", "H", "H", "H", "H", "H", "H", "H", "H", "H", "H", "H", "H", "H", "H", "H", "H", "H", "H", "H", "H", "H", "C", "C", "O", "S", "O", "O", "O", "H", "H", "H", "H", "C", "C", "O", "S", "O", "O", "O", "H", "H", "H", "H", "C", "C", "O", "S", "O", "O", "O", "H", "H", "H", "H"],
  "positions_angstrom": [[-2.99042, 1.62646, 3.79777], [-4.04587, 0.69203, 3.88877], [-3.80456, -0.53773, 3.23247], [-2.88629, -1.47313, 4.02564], [-1.39181, -1.41706, 3.65628], [-0.96108, -2.46987, 2.62309], [-0.64565, -1.87406, 1.24601], [-0.57850, -2.96193, 0.18001], [-0.29602, -2.52158, -1.25903], [1.05468, -1.84818, -1.46280], [2.21752, -2.43107, -0.69028], [3.53695, -1.73759, -1.05696], [4.40686, -1.38929, 0.13921], [3.49092, -0.14371, 1.31859], [1.45196, -1.90951, -2.87029], [0.39594, -1.90509, -4.04230], [0.85163, -0.96023, -5.01003], [0.19602, -3.26258, -4.45248], [-1.18620, -1.36621, -3.34597], [-1.59993, 0.03652, -3.80206], [-0.58573, 1.16187, -3.52596], [-1.31642, 2.43199, -3.12876], [-0.16108, 3.69093, -2.61501], [-1.34693, -1.56657, -1.82252], [-1.27254, -0.32915, -1.17386], [-2.45466, 1.53167, 2.84662], [-3.42117, 2.62562, 3.85963], [-2.26759, 1.50029, 4.61199], [-4.78801, -0.99105, 3.09669], [-3.39433, -0.35184, 2.22851], [-3.25114, -2.50084, 3.95225], [-2.99511, -1.18353, 5.07463], [-0.85101, -1.55706, 4.58886], [-1.15330, -0.41107, 3.30318], [-1.78863, -3.17544, 2.48028], [-0.12137, -3.06842, 2.98398], [0.30369, -1.33411, 1.32077], [-1.43274, -1.15490, 1.01763], [-1.53244, -3.50017, 0.17084], [0.17719, -3.69755, 0.46861], [-0.36865, -3.41373, -1.89106], [0.97423, -0.78922, -1.20279], [2.02669, -2.33810, 0.37753], [2.28527, -3.48792, -0.96450], [3.33849, -0.80900, -1.59563], [4.13206, -2.37330, -1.71395], [5.27883, -0.86053, -0.22878], [4.70991, -2.26910, 0.69816], [-1.86065, -2.08863, -3.80581], [-2.56387, 0.26379, -3.34027], [-1.77608, -0.01183, -4.87723], [0.08594, 0.88873, -2.71147], [0.02387, 1.34128, -4.40644], [-1.89869, 2.80510, -3.97081], [-2.00978, 2.24452, -2.31208], [-2.35263, -1.95370, -1.63710], [-1.36617, 0.54574, 9.64352], [-2.40939, 1.08468, 8.68342], [-1.62855, 1.60723, 7.59890], [-0.32375, 0.71608, 7.38243], [-0.55863, -0.23615, 6.35605], [0.79918, 1.57701, 7.33118], [-0.37965, -0.04487, 8.78373], [-0.89706, 1.34253, 10.22241], [-1.75354, -0.21916, 10.31037], [-3.00637, 1.88797, 9.10472], [-3.06122, 0.29635, 8.30322], [-3.38616, 6.53937, -4.19063], [-3.38632, 5.98325, -5.60109], [-3.93959, 4.66707, -5.44599], [-5.03411, 4.66774, -4.28241], [-6.32953, 4.79379, -4.84263], [-4.71535, 3.61736, -3.38420], [-4.62245, 6.06371, -3.63251], [-2.55796, 6.14479, -3.59927], [-3.38183, 7.62504, -4.15934], [-2.39101, 5.89790, -6.02714], [-4.03006, 6.56040, -6.26685], [7.32084, -0.88313, -3.86765], [7.92617, -2.25386, -4.10180], [8.63681, -2.52637, -2.88243], [7.86218, -1.88726, -1.64589], [7.04026, -2.86966, -1.03289], [8.77895, -1.12225, -0.88497], [6.91223, -0.92090, -2.49112], [8.05568, -0.08694, -3.99399], [6.45051, -0.68824, -4.48775], [8.62870, -2.27701, -4.92937], [7.15942, -3.01741, -4.24179]],
  "atomic_forces_ev_per_a": [[0.11, -0.05, 0.09], [-0.07, 0.14, -0.22], [-0.01, -0.24, -0.01], [0.08, 0.28, 0.03], [-0.19, -0.33, 0.33], [-0.34, 0.03, -0.33], [0.03, -0.20, 0.42], [-0.03, 0.07, -0.04], [-0.31, 0.27, 0.04], [0.16, 0.01, 0.34], [0.19, -0.31, -0.63], [-0.05, 0.18, 0.32], [0.01, -0.04, -0.65], [-0.01, -0.03, 0.16], [-0.16, 0.31, 0.05], [-0.15, -0.27, -0.20], [0.08, 0.12, -0.03], [0.02, -0.14, 0.07], [-0.31, 0.37, 0.38], [0.29, 0.01, -0.46], [-0.15, -0.01, 0.32], [-0.20, -0.40, -0.26], [-0.07, 0.17, -0.05], [0.17, -0.33, -0.15], [-0.05, -0.13, -0.08], [-0.05, 0.04, -0.02], [0.00, -0.02, 0.04], [0.01, -0.03, -0.04], [-0.01, 0.03, 0.07], [0.00, 0.03, 0.03], [0.03, -0.01, -0.04], [-0.08, -0.03, 0.00], [0.20, 0.00, -0.20], [0.14, -0.03, 0.01], [0.05, -0.06, 0.09], [0.08, 0.09, -0.02], [-0.10, 0.17, -0.16], [0.11, 0.07, -0.14], [0.01, 0.00, 0.01], [-0.03, -0.03, -0.01], [0.26, -0.05, 0.03], [0.00, 0.02, -0.06], [-0.07, -0.04, -0.02], [-0.02, -0.07, 0.28], [-0.02, -0.04, -0.08], [0.01, 0.03, -0.06], [0.14, -0.01, 0.26], [-0.03, 0.11, 0.21], [0.09, -0.05, -0.09], [0.03, -0.05, 0.09], [-0.08, 0.02, 0.00], [0.04, -0.02, -0.04], [0.07, 0.00, 0.00], [0.05, 0.21, 0.06], [0.12, 0.10, 0.14], [0.00, 0.12, 0.05], [-0.01, 0.16, 0.11], [-0.13, -0.19, 0.00], [0.06, 0.12, 0.08], [-0.06, 0.01, 0.01], [0.08, 0.04, 0.13], [0.02, 0.03, -0.04], [-0.08, -0.07, -0.01], [-0.02, 0.01, -0.01], [0.06, -0.09, -0.07], [0.06, 0.09, -0.07], [0.01, -0.01, 0.02], [0.23, -0.08, 0.07], [-0.09, 0.17, -0.09], [0.13, -0.03, 0.09], [0.18, 0.07, 0.02], [-0.08, -0.03, 0.09], [-0.08, -0.17, -0.05], [-0.09, 0.11, -0.15], [0.01, -0.01, -0.02], [-0.13, 0.00, 0.04], [0.00, -0.13, 0.02], [0.01, 0.01, 0.01], [0.15, 0.10, -0.10], [-0.19, -0.10, -0.07], [0.08, 0.16, -0.06], [-0.06, -0.04, -0.09], [-0.03, 0.02, 0.09], [0.05, -0.06, 0.06], [-0.08, -0.08, -0.03], [0.01, -0.02, -0.01], [-0.08, -0.02, 0.10], [0.10, -0.01, 0.09], [-0.01, 0.02, -0.01]],
  "lowdin_charge": [-0.10, -0.19, -0.23, -0.16, -0.20, -0.19, -0.20, -0.15, -0.22, -0.28, -0.15, -0.27, -0.60, 0.66, -0.19, 0.65, -0.25, -0.27, -0.25, -0.16, -0.28, -0.60, 0.55, -0.25, 0.00, 0.09, 0.09, 0.08, 0.12, 0.11, 0.11, 0.11, 0.08, 0.10, 0.10, 0.11, 0.10, 0.10, 0.12, 0.12, 0.16, 0.15, 0.08, 0.14, 0.11, 0.11, 0.04, 0.07, 0.14, 0.13, 0.12, 0.10, 0.10, 0.07, 0.08, 0.16, -0.15, -0.15, -0.19, 0.60, -0.22, -0.21, -0.18, 0.13, 0.14, 0.14, 0.13, -0.15, -0.16, -0.20, 0.59, -0.21, -0.22, -0.19, 0.13, 0.14, 0.14, 0.13, -0.15, -0.15, -0.19, 0.58, -0.22, -0.21, -0.20, 0.13, 0.14, 0.14, 0.14],
  "relative_energy_kj_mol": 0.0,
  "e_lumo_ev": 0.483,
  "homo_lumo_gap_ev": 9.90
}